A single C19H20N4O4 molecule, computed with wB97M-V/def2-TZVPD.

Values from the calculation:
**Energy above the lowest of the compared OMol25 structures with the same formula, charge and spin**: 0.8 kcal/mol
**SMILES**: Cc1cccc(NC(=O)N[C@H]2CC(=O)N(c3ccc4c(c3)OCCO4)C2)n1
**LUMO energy**: 0.650 eV
**HOMO level**: -7.892 eV
**Total charge**: 0
**HOMO-LUMO gap**: 8.54 eV

The geometry in XYZ format:
```
47
C19H20N4O4 (wB97M-V/def2-TZVPD)
C 0.4540 -1.8021 2.4590
C -0.6487 -0.8697 2.0657
N -1.3163 -1.1735 0.9576
C -2.3264 -0.4037 0.5568
C -2.7165 0.7313 1.2779
C -2.0145 1.0551 2.4192
C -0.9646 0.2448 2.8276
H -0.4109 0.4664 3.7262
H -2.2819 1.9304 2.9923
H -3.5415 1.3358 0.9354
N -3.0114 -0.7502 -0.5871
C -2.5754 -1.4914 -1.6951
O -3.1962 -1.4112 -2.7315
N -1.5013 -2.2768 -1.4470
C -0.4258 -2.5561 -2.3862
C -0.4923 -1.6782 -3.6343
C -0.0136 -0.3341 -3.1024
O -0.2236 0.7517 -3.5817
N 0.7176 -0.5873 -1.9676
C 1.0336 0.3392 -0.9691
C 2.0561 0.0608 -0.0710
C 2.3124 0.9165 0.9907
C 1.5376 2.0629 1.1685
C 0.5506 2.3604 0.2375
C 0.2977 1.5145 -0.8200
H -0.4736 1.7569 -1.5307
H -0.0248 3.2613 0.3751
O 1.7138 2.9083 2.2372
C 2.5043 2.3523 3.2620
C 3.7321 1.6618 2.6699
H 4.3664 1.2397 3.4506
O 3.3323 0.5845 1.8521
H 4.3055 2.3887 2.0791
H 2.7899 3.1765 3.9172
H 1.9189 1.6156 3.8303
H 2.6784 -0.8133 -0.1743
C 0.8637 -2.0171 -1.7504
H 1.7508 -2.4020 -2.2674
H 0.9359 -2.2431 -0.6865
H 0.1906 -2.0421 -4.4029
H -1.4913 -1.5901 -4.0559
H -0.3872 -3.6285 -2.6042
H -1.2017 -2.2039 -0.4685
H -3.8173 -0.1785 -0.8054
H 1.4221 -1.3409 2.2691
H 0.3862 -2.7250 1.8893
H 0.3923 -2.0324 3.5205
```

Here are the natural (NBO) charges for atoms 1 to 8, given in e: C -0.65; C 0.27; N -0.53; C 0.41; C -0.30; C -0.13; C -0.30; H 0.22

3 unconnected molecules or ions with the total composition C19H20NO6S2, computed with wB97M-V/def2-TZVPD.

Values from the calculation:
**Energy above the lowest of the compared OMol25 structures with the same formula, charge and spin**: 90.0 kcal/mol
**LUMO energy**: 2.636 eV
**HOMO level**: -0.608 eV
**Total charge**: -1
**HOMO-LUMO gap**: 3.24 eV

The geometry in XYZ format:
```
48
C19H20NO6S2 (wB97M-V/def2-TZVPD)
C 2.6672 -3.8308 0.6961
C 3.2010 -2.9077 -0.2168
C 3.1773 -1.5430 0.0820
C 2.6217 -1.1150 1.2848
S 2.5614 0.6501 1.6328
C 0.8199 1.0955 1.5339
C 0.1794 1.6178 2.5840
S -0.1111 0.7283 0.0591
C -1.3728 -0.4282 0.5768
C -1.1243 -1.7996 0.4660
C -2.0136 -2.7181 1.0405
C -3.1806 -2.2582 1.6705
C -3.4674 -0.8834 1.7159
C -2.5649 0.0293 1.1564
O -0.7815 1.9244 -0.3798
O 0.7973 0.0377 -0.8239
O 2.9478 0.8536 3.0071
O 3.2216 1.3468 0.5599
C 2.1688 -2.0276 2.2419
C 2.1570 -3.3914 1.9305
H 2.6617 -4.8947 0.4518
H 3.6382 -3.2335 -1.1640
H 3.5908 -0.8112 -0.6119
H -0.8661 1.8618 2.4498
H 0.7213 1.8607 3.4995
H -0.2208 -2.1420 -0.0406
H -1.7861 -3.7906 0.9950
H -3.8711 -2.9717 2.1261
H -4.3886 -0.5204 2.1884
H -2.7802 1.0984 1.1763
H 1.8286 -1.6687 3.2156
H 1.7643 -4.1130 2.6536
O -3.6920 6.0521 3.5548
C -2.7496 6.3157 2.8989
C -1.0375 4.2388 3.8351
C -0.8781 4.7157 5.2223
C -1.8265 3.7278 5.9990
C -2.7140 3.0370 4.9593
N -2.0051 3.3590 3.7051
O -1.8230 6.6031 2.2400
H -0.4797 4.5711 2.9603
H 0.1676 4.6785 5.5545
H -1.2294 5.7554 5.3696
H -1.2138 2.9777 6.5139
H -2.4406 4.2424 6.7420
H -2.8031 1.9423 5.0582
H -3.7143 3.4900 4.9004
H -2.3605 3.0327 2.8092
```

Here are the natural (NBO) charges for atoms 1 to 8, given in e: C -0.22; C -0.22; C -0.21; C -0.22; S 2.17; C -0.77; C -0.51; S 2.17

A molecular structure, C19H21Br2N3O2Pm, computed with wB97M-V/def2-TZVPD.

Values from the calculation:
**Multiplicity**: 5
**Energy above the lowest of the compared OMol25 structures with the same formula, charge and spin**: 0.0 kcal/mol
**LUMO energy (alpha / beta)**: -3.336 / -3.322 eV
**HOMO level (alpha / beta)**: -10.815 / -10.832 eV
**Total charge**: +1
**HOMO-LUMO gap (alpha / beta)**: 7.48 / 7.51 eV

The geometry in XYZ format:
```
48
C19H21Br2N3O2Pm (wB97M-V/def2-TZVPD)
Pm 0.0263 0.4681 0.5402
C 0.1199 -3.1718 0.9566
C -0.0446 -2.8273 -0.4967
C -0.0085 -3.7946 -1.5113
C -0.1248 -3.4055 -2.8178
C -0.2934 -2.0470 -3.1526
C -0.3829 -1.5498 -4.4703
Br -0.3318 -2.7290 -5.9495
C -0.4962 -0.2070 -4.7005
C -0.5575 0.6884 -3.6298
Br -0.6960 2.5430 -3.9460
C -0.5322 0.2760 -2.3034
O -0.6417 1.1271 -1.3010
C -0.3562 -1.1279 -2.0749
N -0.2165 -1.5433 -0.7719
H 0.2255 -4.2420 1.1142
H -0.7465 -2.8292 1.5275
H 1.0111 -2.6846 1.3623
H 0.1240 -4.8360 -1.2555
H -0.0802 -4.1393 -3.6116
H -0.5431 0.1740 -5.7110
N -0.8057 2.2313 3.1522
C -1.9537 1.5369 2.9320
C -3.0781 1.7258 3.7533
C -4.2302 1.0375 3.4773
C -4.2702 0.1714 2.3782
C -3.1415 0.0385 1.6189
N -1.9840 0.6868 1.8871
H -0.7283 2.7849 3.9857
H 0.0515 2.0273 2.6572
H -3.0175 2.4144 4.5854
H -5.1051 1.1674 4.0996
H -5.1670 -0.3747 2.1266
H -3.1355 -0.6066 0.7473
C 2.8850 0.2075 -0.3225
C 2.6426 1.4044 0.6362
C 3.9478 1.7378 1.3512
C 2.1695 2.6237 -0.1838
O 1.6443 1.0541 1.5751
H 3.6905 0.4369 -1.0168
H 1.9936 -0.0238 -0.9297
H 3.1716 -0.6698 0.2603
H 4.7222 1.9938 0.6275
H 4.2788 0.8832 1.9422
H 3.7982 2.5810 2.0257
H 2.9175 2.8963 -0.9267
H 2.0195 3.4748 0.4816
H 1.2295 2.4169 -0.7182
```

Here are the Löwdin charges for atoms 1 to 8, given in e: Pm 1.77; C -0.01; C -0.30; C 0.01; C 0.01; C -0.18; C -0.61; Br 0.82

> Look up the energy above the lowest of the compared OMol25 structures with the same formula, charge and spin of the first one.

0.8 kcal/mol